Entry from OMol25: a cluster of 4 separate species, C16H32O12 in total (ωB97M-V with the def2-TZVPD basis set).

Last column: natural (NBO) charge in e.
Positions of all 60 atoms, in Å:
C (-4.393, -0.272, -0.319)  -0.62
C (-3.215, 0.517, 0.352)  -0.11
O (-3.578, 1.871, 0.259)  -0.49
C (-3.239, 2.746, 1.159)  1.01
O (-2.482, 2.520, 2.187)  -0.72
O (-3.782, 3.857, 0.884)  -0.47
C (-3.524, 5.007, 1.640)  -0.26
H (-4.786, 0.324, -1.142)  0.22
H (-5.249, -0.364, 0.350)  0.22
H (-3.921, -1.213, -0.601)  0.21
H (-2.202, 0.461, -0.046)  0.22
H (-3.039, 0.146, 1.362)  0.23
H (-3.487, 4.801, 2.710)  0.21
H (-4.352, 5.687, 1.439)  0.20
H (-2.618, 5.508, 1.300)  0.19
C (-1.787, -1.216, -1.707)  -0.63
C (-1.374, -1.831, -0.392)  -0.11
O (-1.953, -1.153, 0.720)  -0.52
C (-1.267, -1.166, 1.815)  1.00
O (-0.190, -1.765, 1.991)  -0.65
O (-1.949, -0.461, 2.839)  -0.52
C (-1.138, -0.131, 3.921)  -0.25
H (-1.376, -1.786, -2.540)  0.24
H (-1.387, -0.204, -1.778)  0.21
H (-2.876, -1.170, -1.695)  0.21
H (-0.299, -1.677, -0.300)  0.24
H (-1.447, -2.919, -0.360)  0.20
H (-1.802, 0.490, 4.523)  0.20
H (-0.280, 0.501, 3.692)  0.18
H (-0.770, -0.967, 4.517)  0.19
C (-0.622, 1.402, 0.991)  -0.68
C (0.825, 1.557, 1.515)  -0.07
O (1.779, 0.713, 0.906)  -0.49
C (2.699, 1.225, 0.193)  1.00
O (2.677, 2.354, -0.279)  -0.66
O (3.573, 0.231, -0.147)  -0.53
C (4.611, 0.307, -1.129)  -0.26
H (-1.038, 0.414, 1.187)  0.18
H (-0.538, 1.488, -0.093)  0.20
H (-1.275, 2.148, 1.445)  0.29
H (0.839, 1.273, 2.567)  0.17
H (0.984, 2.629, 1.628)  0.21
H (4.814, -0.694, -1.510)  0.23
H (5.510, 0.820, -0.784)  0.18
H (4.260, 0.816, -2.026)  0.18
C (4.521, -2.453, -4.281)  -0.63
C (3.230, -2.090, -3.608)  -0.08
O (3.486, -1.716, -2.246)  -0.51
C (2.482, -1.775, -1.423)  1.01
O (1.353, -1.899, -1.756)  -0.68
O (2.881, -1.847, -0.188)  -0.49
C (1.982, -2.208, 0.813)  -0.27
H (4.835, -3.466, -4.033)  0.21
H (5.346, -1.744, -4.361)  0.23
H (4.202, -2.483, -5.323)  0.21
H (2.386, -2.758, -3.784)  0.22
H (2.825, -1.293, -4.231)  0.18
H (1.531, -3.151, 0.505)  0.17
H (1.198, -1.455, 0.893)  0.23
H (2.407, -2.487, 1.778)  0.20

Cartesian forces (eV/Å) of the 6 atoms listed first:
C 1.30 0.94 0.66
C -1.21 0.08 -0.03
O -0.79 1.44 -0.04
C 2.78 -2.64 4.37
O -4.75 1.89 -2.24
O -1.22 1.83 -1.20

Its charge is 0. Its total energy is -1531.50381 hartree. The strongest force on any atom comes out at 0.11311 Eh/bohr. Its highest occupied orbital energy is -9.597 eV. As for the SMILES: CCOC(=O)OC.CCOC(=O)OC.CCOC(=O)OC.CCOC(=O)OC.